{
  "formula": "C38H41F5InN4O4PS",
  "method": "the ωB97M-V functional and the def2-TZVPD basis",
  "max_force_ev_per_a": 1.1,
  "total_charge": -2,
  "e_lumo_ev": 4.16,
  "e_homo_ha": -0.0446,
  "e_tot_ha": -3421.59593,
  "species": ["In", "C", "C", "C", "C", "C", "C", "C", "C", "C", "C", "H", "H", "H", "H", "H", "H", "H", "H", "H", "H", "H", "H", "H", "H", "H", "F", "C", "C", "F", "C", "F", "C", "S", "C", "F", "C", "F", "C", "N", "C", "N", "C", "N", "C", "P", "C", "C", "H", "H", "H", "H", "H", "H", "H", "H", "H", "H", "H", "H", "C", "C", "C", "C", "C", "C", "C", "C", "N", "H", "H", "H", "H", "H", "H", "H", "H", "H", "O", "C", "O", "C", "C", "C", "C", "O", "C", "O", "C", "C", "H", "H", "H", "H", "H"],
  "coordinates": [[0.64, -0.70, -0.86], [3.02, 0.17, 1.83], [2.18, -0.89, 2.18], [2.21, -1.84, 1.13], [3.08, -1.32, 0.10], [3.57, -0.07, 0.56], [4.54, 0.84, -0.14], [3.62, -2.13, -1.06], [1.78, -3.27, 1.23], [1.39, -1.05, 3.46], [3.39, 1.35, 2.69], [4.10, 1.81, -0.41], [4.90, 0.39, -1.07], [5.41, 1.05, 0.49], [2.97, -2.17, -1.93], [3.76, -3.17, -0.75], [4.59, -1.75, -1.38], [1.52, -3.68, 0.27], [0.92, -3.39, 1.89], [2.59, -3.89, 1.64], [1.39, -2.09, 3.80], [0.34, -0.75, 3.34], [1.81, -0.44, 4.26], [2.96, 2.28, 2.33], [4.47, 1.50, 2.71], [3.05, 1.22, 3.72], [-6.71, 0.57, 1.68], [-5.67, 0.13, 0.94], [-4.39, 0.18, 1.43], [-4.16, 0.67, 2.66], [-3.33, -0.29, 0.67], [-2.13, -0.26, 1.25], [-3.48, -0.81, -0.62], [-2.17, -1.39, -1.61], [-4.81, -0.85, -1.06], [-5.09, -1.36, -2.27], [-5.88, -0.41, -0.31], [-7.13, -0.50, -0.79], [-1.46, 4.04, 2.08], [-0.28, 3.44, 2.70], [0.90, 4.21, 2.31], [1.07, 4.37, 0.87], [-0.16, 4.95, 0.33], [-1.37, 4.19, 0.63], [-1.35, 2.89, -0.06], [0.06, 1.79, 0.42], [-0.15, 2.03, 2.27], [1.37, 3.09, 0.19], [-1.60, 5.03, 2.51], [-2.33, 3.42, 2.32], [1.78, 3.71, 2.71], [0.83, 5.20, 2.77], [-0.06, 5.05, -0.75], [-0.28, 5.95, 0.77], [-1.26, 3.06, -1.13], [-2.29, 2.37, 0.11], [0.71, 1.57, 2.77], [-1.04, 1.49, 2.58], [1.45, 3.27, -0.88], [2.32, 2.71, 0.54], [2.82, 0.28, -3.28], [1.80, 1.16, -3.92], [2.06, 1.76, -5.15], [1.10, 2.53, -5.80], [-0.16, 2.63, -5.23], [-0.47, 2.01, -4.02], [-1.88, 2.06, -3.49], [0.54, 1.34, -3.27], [0.26, 0.97, -1.97], [3.73, 0.23, -3.87], [2.43, -0.73, -3.17], [3.06, 0.63, -2.28], [3.04, 1.62, -5.60], [1.33, 3.01, -6.74], [-0.94, 3.17, -5.75], [-2.59, 2.23, -4.31], [-2.03, 2.85, -2.76], [-2.12, 1.12, -2.99], [0.44, -4.87, -2.36], [0.12, -4.01, -1.53], [0.52, -2.79, -1.59], [-0.78, -4.47, -0.39], [-1.08, -5.83, -0.31], [-1.85, -6.36, 0.73], [-2.31, -5.48, 1.67], [-3.08, -5.74, 2.79], [-3.25, -4.47, 3.44], [-2.61, -3.47, 2.67], [-2.03, -4.13, 1.59], [-1.27, -3.60, 0.59], [-0.67, -6.47, -1.08], [-2.07, -7.42, 0.79], [-2.80, -4.52, 4.44], [-4.32, -4.25, 3.52], [-1.06, -2.54, 0.56]],
  "mulliken_charge": [0.72, 1.52, -0.12, 1.42, 1.05, 0.65, -2.51, -1.36, -1.72, -1.96, -1.70, 0.22, 0.40, 0.53, 0.12, 0.34, 0.46, 0.24, 0.40, 0.30, 0.53, 0.07, 0.38, 0.15, 0.43, 0.22, -0.35, 0.59, -0.18, -0.39, -0.77, -0.16, 1.21, -0.16, -0.02, -0.35, 0.27, -0.34, -1.04, 0.17, -1.15, 0.21, -1.06, 0.12, -1.45, 2.81, -1.30, -1.22, 0.30, 0.47, 0.52, 0.26, 0.41, 0.34, 0.13, 0.47, 0.21, 0.27, 0.56, -0.03, -0.81, 0.96, -0.66, -0.85, -0.71, 0.41, -1.46, 0.27, -0.47, 0.29, 0.12, -0.13, 0.32, 0.32, 0.39, 0.50, 0.39, 0.01, -0.83, -0.42, -0.47, -0.09, -0.78, -1.03, 0.95, -0.55, -0.31, -0.50, 0.56, 0.19, 0.49, 0.41, 0.26, 0.25, 0.87]
}



{
  "formula": "C5H5NOS",
  "method": "the ωB97M-V functional and the def2-TZVPD basis",
  "max_force_ev_per_a": 5.1,
  "e_lumo_ev": -0.48,
  "e_homo_ha": -0.3203,
  "e_tot_ha": -721.54599,
  "species": ["C", "C", "C", "C", "C", "N", "O", "S", "H", "H", "H", "H", "H"],
  "coordinates": [[0.48, 0.82, -1.36], [1.22, 0.07, -0.51], [-0.95, 0.78, -1.28], [0.58, -0.58, 0.60], [-0.92, -0.44, 0.67], [-1.60, 0.15, -0.37], [-0.10, -0.36, 3.25], [0.07, 0.43, 2.04], [0.93, 1.33, -2.20], [2.28, -0.05, -0.65], [-1.54, 1.19, -2.09], [1.07, -2.13, 0.72], [-1.49, -1.21, 1.17]],
  "mulliken_charge": [-0.43, -0.29, -0.02, -0.22, -0.23, -0.59, -0.54, 0.41, 0.35, 0.39, 0.38, 0.29, 0.50]
}



{
  "formula": "C27H60BFIO14S",
  "method": "the ωB97M-V functional and the def2-TZVPD basis",
  "max_force_ev_per_a": 0.5,
  "total_charge": -1,
  "e_lumo_ev": 1.73,
  "e_homo_ha": -0.2011,
  "e_tot_ha": -2938.73084,
  "species": ["O", "S", "O", "O", "C", "C", "C", "C", "B", "F", "O", "C", "C", "C", "C", "C", "I", "O", "H", "H", "H", "H", "H", "H", "H", "H", "H", "H", "H", "H", "H", "H", "H", "H", "H", "H", "C", "O", "C", "C", "O", "C", "C", "O", "C", "H", "H", "H", "H", "H", "H", "H", "H", "H", "H", "H", "H", "H", "H", "C", "O", "C", "C", "O", "C", "C", "O", "C", "H", "H", "H", "H", "H", "H", "H", "H", "H", "H", "H", "H", "H", "H", "C", "O", "C", "C", "O", "C", "C", "O", "C", "H", "H", "H", "H", "H", "H", "H", "H", "H", "H", "H", "H", "H", "H"],
  "coordinates": [[-4.35, 6.70, -2.97], [-3.07, 6.79, -3.63], [-2.58, 8.09, -4.02], [-1.97, 6.12, -2.68], [-2.98, 5.68, -5.03], [-4.36, 5.20, -5.53], [-4.59, 3.67, -5.49], [-5.43, 3.18, -4.28], [-4.48, 2.53, -3.16], [-3.51, 3.57, -2.76], [-5.14, 2.03, -1.93], [-4.16, 1.25, -1.30], [-3.12, 0.89, -2.41], [-2.81, -0.59, -2.51], [-1.94, -1.10, -1.35], [-0.88, -2.12, -1.77], [1.05, -1.79, -0.89], [-3.69, 1.36, -3.60], [-2.21, 6.31, -1.76], [-2.44, 6.25, -5.78], [-2.36, 4.85, -4.70], [-5.15, 5.71, -4.98], [-4.45, 5.55, -6.57], [-3.61, 3.17, -5.46], [-5.06, 3.38, -6.43], [-5.91, 4.05, -3.81], [-6.22, 2.51, -4.62], [-4.63, 0.34, -0.88], [-3.68, 1.78, -0.47], [-2.18, 1.44, -2.20], [-2.32, -0.79, -3.47], [-3.76, -1.14, -2.52], [-2.57, -1.54, -0.57], [-1.46, -0.23, -0.88], [-0.72, -2.10, -2.85], [-1.12, -3.13, -1.46], [-7.46, 5.60, -0.95], [-8.09, 6.72, -1.55], [-7.66, 6.88, -2.89], [-8.61, 7.77, -3.66], [-9.81, 7.12, -4.08], [-10.80, 6.92, -3.10], [-11.64, 8.15, -2.82], [-10.96, 9.06, -1.97], [-11.54, 10.34, -1.98], [-6.37, 5.70, -0.96], [-7.81, 5.53, 0.08], [-7.71, 4.67, -1.48], [-7.60, 5.90, -3.38], [-6.66, 7.33, -2.90], [-8.11, 8.07, -4.58], [-8.84, 8.67, -3.08], [-10.37, 6.54, -2.17], [-11.47, 6.17, -3.51], [-12.58, 7.84, -2.34], [-11.88, 8.64, -3.77], [-11.51, 10.78, -2.99], [-10.96, 10.96, -1.30], [-12.58, 10.31, -1.65], [9.13, -5.17, 2.52], [8.31, -4.85, 1.42], [7.83, -6.01, 0.76], [6.63, -5.69, -0.11], [5.44, -5.54, 0.64], [5.23, -4.28, 1.24], [4.67, -3.23, 0.30], [5.70, -2.69, -0.51], [5.18, -2.00, -1.62], [10.01, -5.74, 2.22], [9.45, -4.23, 2.97], [8.58, -5.75, 3.27], [7.54, -6.76, 1.50], [8.63, -6.43, 0.13], [6.47, -6.54, -0.76], [6.83, -4.81, -0.73], [6.14, -3.92, 1.73], [4.47, -4.46, 2.01], [4.22, -2.43, 0.90], [3.89, -3.68, -0.32], [4.58, -2.66, -2.26], [6.02, -1.62, -2.19], [4.54, -1.16, -1.31], [5.98, -6.02, 4.77], [7.16, -6.31, 5.48], [7.59, -5.22, 6.28], [8.60, -5.66, 7.31], [8.02, -6.31, 8.44], [7.64, -7.66, 8.27], [8.79, -8.64, 8.34], [9.50, -8.66, 7.12], [10.76, -9.28, 7.25], [6.12, -5.17, 4.09], [5.73, -6.89, 4.18], [5.15, -5.80, 5.45], [6.73, -4.76, 6.79], [8.05, -4.45, 5.64], [9.08, -4.77, 7.71], [9.36, -6.29, 6.84], [7.08, -7.80, 7.34], [6.97, -7.88, 9.11], [8.39, -9.64, 8.55], [9.45, -8.35, 9.16], [11.39, -8.74, 7.97], [11.24, -9.26, 6.27], [10.67, -10.32, 7.58]],
  "mulliken_charge": [-0.54, 1.15, -0.71, -0.47, -0.96, -0.16, -0.89, -0.18, 1.03, -0.35, -0.70, -0.62, 0.25, -0.98, -0.40, -0.88, -0.03, -0.79, 0.33, 0.49, 0.44, 0.02, 0.41, 0.36, 0.37, -0.43, 0.37, 0.34, 0.23, 0.19, 0.31, 0.28, 0.28, 0.42, 0.42, 0.39, -0.69, -0.39, -0.13, -0.51, -0.46, -0.42, -0.57, -0.23, -0.77, 0.21, 0.32, 0.33, 0.15, 0.35, 0.39, 0.22, 0.22, 0.38, 0.42, 0.34, 0.31, 0.23, 0.31, -0.60, -0.30, -0.51, -0.43, -0.43, -0.32, -0.54, -0.31, -0.69, 0.36, 0.23, 0.16, 0.29, 0.40, 0.38, 0.24, 0.18, 0.38, 0.39, 0.29, 0.32, 0.23, 0.26, -0.91, -0.27, -0.42, -0.57, -0.45, -0.34, -0.62, -0.21, -0.78, 0.34, 0.28, 0.38, 0.38, 0.37, 0.40, 0.25, 0.19, 0.38, 0.42, 0.35, 0.32, 0.23, 0.31]
}